(1)
{
  "formula": "C11H24F3O3P",
  "method": "the ωB97M-V functional and the def2-TZVPD basis",
  "multiplicity": 1,
  "de_lowest_kj_mol": 201.6,
  "homo_energy_ev": -5.386,
  "symbols": ["C", "C", "C", "C", "C", "C", "C", "O", "P", "H", "H", "H", "H", "H", "H", "H", "H", "H", "H", "H", "H", "H", "H", "H", "H", "H", "H", "C", "C", "O", "C", "O", "C", "F", "F", "F", "H", "H", "H", "H", "H", "H"],
  "coordinates": [[3.364, 2.146, -0.195], [2.673, 1.364, -1.414], [2.836, 2.347, -2.666], [1.158, 1.198, -1.009], [0.258, 0.518, -2.118], [0.273, -1.064, -2.009], [-1.211, 1.100, -1.890], [-2.225, 0.302, -2.592], [-3.686, 1.074, -2.311], [4.460, 2.301, -0.416], [2.846, 3.154, -0.167], [3.187, 1.640, 0.788], [3.219, 0.394, -1.559], [2.105, 3.190, -2.474], [3.870, 2.803, -2.683], [2.659, 1.835, -3.647], [0.721, 2.225, -0.808], [1.131, 0.640, -0.025], [0.549, 0.788, -3.167], [1.294, -1.410, -2.351], [0.170, -1.412, -0.947], [-0.487, -1.545, -2.693], [-1.432, 1.093, -0.778], [-1.240, 2.150, -2.320], [-4.735, 0.383, -3.007], [-4.037, 0.971, -0.920], [-3.616, 2.457, -2.672], [-1.626, -1.383, 1.620], [-1.282, -2.842, 1.864], [-0.169, -3.029, 2.701], [-0.354, -2.883, 4.147], [-1.357, -3.597, 4.583], [-0.422, -1.381, 4.600], [0.421, -0.595, 3.864], [-0.013, -1.239, 5.879], [-1.639, -0.805, 4.522], [-0.722, -0.784, 1.477], [-2.265, -1.284, 0.732], [-2.182, -0.961, 2.455], [-0.992, -3.278, 0.900], [-2.156, -3.409, 2.201], [0.655, -3.170, 4.505]]
}

---

(2)
{
  "formula": "C11H24F9O13S7Zn",
  "method": "the ωB97M-V functional and the def2-TZVPD basis",
  "charge": -1,
  "multiplicity": 1,
  "de_lowest_kj_mol": 318.3,
  "homo_energy_ev": -4.655,
  "symbols": ["Zn", "C", "F", "F", "F", "S", "O", "O", "O", "C", "F", "F", "F", "S", "O", "O", "O", "C", "F", "F", "F", "S", "O", "O", "O", "C", "S", "O", "C", "H", "H", "H", "H", "H", "H", "C", "S", "O", "C", "H", "H", "H", "H", "H", "H", "C", "S", "O", "C", "H", "H", "H", "H", "H", "H", "C", "S", "O", "C", "H", "H", "H", "H", "H", "H"],
  "coordinates": [[-0.188, -0.086, 0.166], [-2.116, 3.311, -1.502], [-1.848, 3.610, -0.247], [-3.143, 4.044, -1.946], [-1.075, 3.596, -2.201], [-2.493, 1.463, -1.675], [-1.377, 0.693, -1.100], [-3.758, 1.280, -0.987], [-2.585, 1.228, -3.116], [-2.664, -3.063, -1.865], [-3.546, -2.654, -2.785], [-2.756, -4.385, -1.548], [-1.472, -2.804, -2.294], [-3.018, -2.170, -0.184], [-4.145, -1.231, -0.480], [-3.562, -3.120, 0.776], [-1.773, -1.512, 0.178], [-2.682, 2.329, 3.446], [-3.143, 3.238, 2.658], [-1.499, 2.651, 3.961], [-3.558, 2.148, 4.403], [-2.612, 0.648, 2.444], [-2.475, -0.451, 3.354], [-3.778, 0.512, 1.620], [-1.443, 0.784, 1.543], [1.585, 3.427, 2.449], [1.950, 2.087, 1.178], [0.612, 1.745, 0.543], [2.820, 3.217, -0.056], [0.904, 3.005, 3.187], [1.459, 4.447, 2.085], [2.549, 3.489, 2.953], [2.957, 2.535, -0.895], [3.822, 3.422, 0.320], [2.197, 4.092, -0.241], [-0.118, -2.907, 2.873], [1.216, -1.608, 3.084], [0.844, -0.636, 1.948], [0.549, -0.873, 4.641], [-0.165, -3.575, 3.733], [0.056, -3.573, 2.028], [-1.088, -2.467, 2.642], [-0.527, -0.800, 4.484], [0.974, 0.124, 4.761], [0.741, -1.584, 5.446], [3.327, -1.983, -0.625], [1.752, -2.931, -0.470], [0.698, -1.788, -0.315], [1.733, -3.638, -2.194], [3.253, -1.308, 0.228], [3.321, -1.250, -1.431], [4.252, -2.559, -0.585], [0.965, -4.396, -2.349], [2.659, -4.142, -2.470], [1.619, -2.788, -2.867], [2.775, 1.063, -3.524], [1.037, 0.928, -3.020], [1.077, 0.311, -1.633], [0.501, -0.370, -4.232], [3.115, 0.056, -3.767], [3.491, 1.391, -2.771], [2.876, 1.679, -4.418], [1.001, -1.338, -4.219], [0.424, 0.060, -5.230], [-0.503, -0.623, -3.890]]
}

---

(3)
{
  "formula": "C11H25BFO2",
  "method": "the ωB97M-V functional and the def2-TZVPD basis",
  "charge": -1,
  "multiplicity": 1,
  "homo_energy_ev": -4.260,
  "symbols": ["C", "C", "C", "B", "F", "H", "H", "H", "H", "H", "H", "H", "H", "H", "C", "C", "C", "O", "C", "H", "H", "H", "H", "H", "H", "H", "H", "C", "C", "C", "O", "C", "H", "H", "H", "H", "H", "H", "H", "H"],
  "coordinates": [[-1.547, 5.187, 0.182], [-1.516, 3.658, 0.214], [-0.551, 3.064, -0.813], [-1.116, 2.987, -2.345], [-1.590, 4.301, -2.814], [-1.594, 5.535, -0.850], [-0.656, 5.624, 0.653], [-2.414, 5.598, 0.719], [-2.531, 3.279, 0.031], [-1.290, 3.335, 1.244], [-0.302, 2.035, -0.523], [0.398, 3.622, -0.779], [-0.239, 2.591, -3.131], [-2.094, 2.203, -2.388], [-1.173, -1.823, -1.430], [-2.229, -0.973, -2.125], [-2.827, -0.197, -0.962], [-1.781, -0.055, 0.007], [-0.657, -0.842, -0.389], [-0.384, -2.162, -2.104], [-1.623, -2.697, -0.951], [-1.753, -0.269, -2.810], [-2.973, -1.554, -2.671], [-3.664, -0.745, -0.508], [-3.149, 0.801, -1.258], [0.108, -0.192, -0.830], [-0.230, -1.313, 0.498], [4.074, -3.252, 2.230], [2.802, -3.992, 2.641], [1.732, -2.961, 2.298], [2.225, -2.238, 1.174], [3.606, -2.524, 0.974], [4.921, -3.912, 2.042], [4.358, -2.534, 3.001], [2.674, -4.890, 2.033], [2.787, -4.279, 3.692], [1.570, -2.272, 3.135], [0.771, -3.403, 2.030], [3.725, -3.158, 0.088], [4.130, -1.584, 0.795]]
}

---

(4)
{
  "formula": "C11H25F3NO4SSi2",
  "method": "the ωB97M-V functional and the def2-TZVPD basis",
  "charge": -1,
  "multiplicity": 1,
  "homo_energy_ev": -3.834,
  "symbols": ["C", "C", "S", "C", "Si", "C", "C", "O", "N", "C", "C", "O", "Si", "H", "H", "H", "H", "H", "H", "H", "H", "H", "H", "H", "H", "H", "H", "H", "H", "H", "H", "H", "C", "C", "O", "C", "O", "C", "F", "F", "F", "H", "H", "H", "H", "H", "H"],
  "coordinates": [[-0.175, 3.470, 0.054], [0.169, 2.185, -0.684], [1.050, 0.935, 0.295], [1.201, 1.489, 2.015], [0.765, 0.022, 3.100], [-1.005, 0.089, 3.739], [-2.002, 0.586, 2.729], [-2.289, 1.741, 2.751], [-2.601, -0.262, 1.830], [-1.904, -1.540, 1.613], [-2.891, 0.396, 0.549], [1.870, -0.212, 4.355], [2.128, -1.777, 4.869], [-0.802, 3.299, 0.917], [-0.707, 4.109, -0.636], [0.734, 3.980, 0.339], [-0.744, 1.751, -1.049], [0.725, 2.443, -1.567], [0.542, 2.310, 2.275], [2.214, 1.801, 2.211], [0.860, -1.176, 2.243], [-1.020, 0.818, 4.535], [-1.285, -0.845, 4.205], [-1.020, -1.381, 1.002], [-1.604, -2.019, 2.530], [-2.537, -2.210, 1.059], [-2.772, -0.292, -0.266], [-2.235, 1.234, 0.364], [-3.893, 0.789, 0.573], [3.544, -2.006, 5.199], [1.754, -2.762, 3.836], [1.302, -2.092, 6.056], [2.515, -1.578, -3.763], [1.968, -0.882, -5.007], [0.631, -1.175, -5.324], [-0.435, -0.430, -4.630], [-0.269, 0.856, -4.615], [-0.691, -0.987, -3.197], [-0.575, -2.346, -3.117], [-1.962, -0.715, -2.802], [0.109, -0.481, -2.240], [2.159, -2.608, -3.706], [3.609, -1.581, -3.785], [2.217, -1.068, -2.850], [2.542, -1.253, -5.864], [2.140, 0.198, -4.964], [-1.329, -0.821, -5.178]]
}

---

(5)
{
  "formula": "C11H25IN2O4PS2",
  "method": "the ωB97M-V functional and the def2-TZVPD basis",
  "charge": 1,
  "multiplicity": 1,
  "homo_energy_ev": -10.469,
  "symbols": ["O", "C", "C", "O", "C", "O", "C", "S", "N", "C", "S", "P", "O", "I", "H", "H", "H", "H", "H", "H", "H", "H", "H", "H", "C", "C", "N", "C", "C", "C", "C", "H", "H", "H", "H", "H", "H", "H", "H", "H", "H", "H", "H", "H", "H", "H"],
  "coordinates": [[2.390, -3.136, 2.397], [1.860, -2.659, 1.174], [1.110, -1.386, 1.468], [-0.175, -1.712, 1.994], [-1.083, -0.684, 1.816], [-2.183, -1.002, 2.661], [-3.436, -0.872, 2.128], [-4.169, -2.537, 1.710], [-4.454, -2.521, 0.008], [-3.428, -2.397, -0.677], [-2.234, -2.304, -1.629], [-2.456, -3.982, 2.015], [-3.335, -5.303, 1.753], [-2.473, -3.896, 4.412], [2.813, -3.990, 2.254], [1.123, -3.380, 0.799], [2.613, -2.506, 0.399], [1.046, -0.747, 0.581], [1.700, -0.843, 2.212], [-0.669, 0.280, 2.124], [-1.405, -0.605, 0.768], [-4.114, -0.455, 2.868], [-3.505, -0.278, 1.215], [-3.099, -5.685, 0.892], [0.932, 3.392, 0.649], [1.831, 2.826, -0.439], [1.221, 1.723, -1.166], [2.162, 0.986, -1.996], [2.826, 1.718, -3.167], [-0.070, 2.007, -1.771], [-0.164, 3.166, -2.770], [0.596, 2.601, 1.324], [1.482, 4.127, 1.236], [0.055, 3.894, 0.240], [2.742, 2.445, 0.030], [2.145, 3.646, -1.101], [1.655, 0.093, -2.376], [2.953, 0.615, -1.335], [2.136, 1.878, -3.994], [3.652, 1.117, -3.551], [3.236, 2.682, -2.866], [-0.784, 2.200, -0.964], [-0.426, 1.088, -2.249], [0.344, 4.059, -2.407], [-1.211, 3.429, -2.928], [0.251, 2.907, -3.742]]
}

---

(6)
{
  "formula": "C11H25LiNO8",
  "method": "the ωB97M-V functional and the def2-TZVPD basis",
  "charge": -1,
  "multiplicity": 1,
  "de_lowest_kj_mol": 0.0,
  "homo_energy_ev": -3.950,
  "symbols": ["Li", "C", "O", "H", "H", "H", "C", "C", "N", "C", "C", "C", "C", "C", "O", "C", "H", "H", "H", "H", "H", "H", "H", "H", "H", "H", "H", "H", "H", "H", "H", "H", "H", "H", "H", "H", "O", "C", "O", "O", "H", "O", "C", "O", "O", "H"],
  "coordinates": [[-0.181, -2.063, -1.527], [-1.309, 0.213, -3.485], [-0.601, -0.400, -2.495], [-0.952, 1.262, -3.648], [-1.199, -0.222, -4.497], [-2.385, 0.322, -3.246], [-2.377, 0.428, 0.826], [-1.527, 1.404, 1.642], [-0.076, 1.524, 1.272], [0.473, 2.573, 2.183], [0.566, 0.157, 1.479], [0.416, -0.487, 2.839], [-0.077, 1.932, -0.206], [1.196, 2.655, -0.585], [2.397, 1.969, -0.458], [2.570, 0.911, -1.380], [-2.005, -0.592, 0.689], [-2.436, 0.735, -0.222], [-3.401, 0.414, 1.194], [-1.590, 1.172, 2.703], [-2.044, 2.365, 1.575], [1.554, 2.515, 2.278], [0.115, 2.295, 3.175], [0.040, 3.524, 1.894], [1.631, 0.241, 1.277], [0.039, -0.346, 0.711], [0.760, -1.514, 2.728], [-0.629, -0.515, 3.148], [0.950, 0.012, 3.649], [-0.854, 2.684, -0.342], [-0.250, 1.010, -0.781], [1.263, 3.610, -0.055], [1.079, 2.991, -1.629], [3.468, 0.339, -1.163], [2.585, 1.293, -2.410], [1.753, 0.181, -1.398], [-3.209, -4.487, -1.396], [-2.141, -3.607, -1.323], [-1.287, -3.758, -2.240], [-2.173, -2.667, -0.508], [-2.850, -4.966, -2.160], [3.576, -2.765, 0.636], [2.261, -2.848, 0.185], [1.668, -3.895, 0.545], [1.766, -1.961, -0.545], [3.427, -3.636, 1.070]]
}

---

(7)
{
  "formula": "C11H25N4O4SiTi",
  "method": "the ωB97M-V functional and the def2-TZVPD basis",
  "charge": -1,
  "s_squared": 2.005,
  "multiplicity": 3,
  "de_lowest_kj_mol": 93.2,
  "homo_energy_ev": [-2.746, -5.332],
  "symbols": ["Ti", "N", "C", "C", "O", "N", "C", "C", "O", "O", "H", "H", "H", "H", "H", "H", "N", "C", "C", "N", "H", "H", "H", "H", "H", "H", "H", "H", "O", "H", "H", "C", "Si", "C", "C", "C", "C", "H", "H", "H", "H", "H", "H", "H", "H", "H"],
  "coordinates": [[1.127, -0.768, -0.233], [0.448, -2.929, -0.594], [1.358, -3.891, 0.059], [2.785, -3.319, 0.082], [3.730, -4.047, -0.249], [2.793, -2.040, 0.449], [3.977, -1.245, 0.177], [3.515, 0.014, -0.585], [3.919, 1.125, -0.228], [2.644, -0.201, -1.524], [-0.528, -3.089, -0.370], [0.550, -2.970, -1.604], [1.379, -4.863, -0.434], [1.013, -4.031, 1.086], [4.713, -1.792, -0.421], [4.462, -0.909, 1.097], [1.127, 1.005, 1.277], [0.568, 0.956, 2.629], [1.145, -0.182, 3.452], [0.875, -1.485, 2.835], [2.097, 1.321, 1.263], [0.592, 1.652, 0.704], [-0.509, 0.802, 2.528], [0.722, 1.896, 3.171], [0.659, -0.145, 4.430], [2.218, -0.014, 3.615], [0.986, -2.219, 3.525], [1.599, -1.676, 2.131], [-1.811, -1.528, 1.157], [-1.627, -0.824, 0.508], [-1.097, -1.480, 1.815], [-2.704, 3.911, -1.112], [-2.837, 2.276, -2.027], [-2.605, 2.599, -3.860], [-4.562, 1.586, -1.751], [-1.585, 1.117, -1.424], [-0.716, 0.344, -1.021], [-3.440, 4.634, -1.475], [-1.709, 4.340, -1.242], [-2.868, 3.765, -0.042], [-3.378, 3.270, -4.247], [-2.648, 1.664, -4.422], [-1.630, 3.054, -4.048], [-5.326, 2.262, -2.144], [-4.750, 1.437, -0.686], [-4.672, 0.618, -2.245]]
}

---

(8)
{
  "formula": "C11H26B2N8O13",
  "method": "the ωB97M-V functional and the def2-TZVPD basis",
  "multiplicity": 1,
  "smiles": "NB(O)Bc1ccccn1.C[N+](=O)[O-].C[N+](=O)[O-].C[N+](=O)[O-].C[N+](=O)[O-].C[N+](=O)[O-].C[N+](=O)[O-]",
  "homo_energy_ev": -8.876,
  "symbols": ["N", "B", "O", "B", "C", "C", "C", "C", "C", "N", "H", "H", "H", "H", "H", "H", "H", "H", "C", "N", "O", "O", "H", "H", "H", "C", "N", "O", "O", "H", "H", "H", "C", "N", "O", "O", "H", "H", "H", "C", "N", "O", "O", "H", "H", "H", "C", "N", "O", "O", "H", "H", "H", "C", "N", "O", "O", "H", "H", "H"],
  "coordinates": [[-0.023, 2.078, 0.363], [1.024, 1.060, 0.415], [0.608, -0.216, 0.704], [2.617, 1.551, 0.160], [3.424, 1.252, -1.168], [2.975, 1.848, -2.350], [3.703, 1.608, -3.517], [4.817, 0.791, -3.372], [5.177, 0.218, -2.162], [4.482, 0.439, -1.041], [0.390, 2.941, 0.711], [-0.680, 1.811, 1.099], [1.345, -0.822, 0.810], [3.209, 2.159, 1.006], [2.092, 2.477, -2.371], [3.420, 2.035, -4.470], [5.423, 0.571, -4.247], [6.060, -0.411, -2.116], [-0.329, -3.863, 3.354], [0.481, -2.650, 3.056], [0.125, -1.937, 2.137], [1.454, -2.453, 3.756], [-1.155, -3.907, 2.654], [0.319, -4.723, 3.244], [-0.688, -3.774, 4.375], [-1.011, 5.750, 0.287], [0.437, 5.995, 0.530], [0.883, 7.091, 0.271], [1.074, 5.062, 0.980], [-1.451, 6.657, -0.109], [-1.087, 4.932, -0.425], [-1.457, 5.479, 1.241], [1.127, 3.448, 4.445], [-0.362, 3.413, 4.434], [-0.928, 2.943, 5.398], [-0.908, 3.862, 3.446], [1.473, 3.018, 5.378], [1.473, 2.868, 3.594], [1.429, 4.487, 4.356], [0.596, -7.209, 0.498], [0.501, -7.285, 1.982], [-0.470, -6.777, 2.514], [1.401, -7.851, 2.561], [-0.273, -6.679, 0.124], [1.512, -6.677, 0.258], [0.626, -8.227, 0.121], [-2.845, 0.645, -1.991], [-2.352, 1.449, -3.143], [-1.159, 1.647, -3.231], [-3.191, 1.855, -3.925], [-1.998, 0.352, -1.381], [-3.531, 1.270, -1.426], [-3.351, -0.225, -2.394], [-5.580, -3.009, -4.111], [-4.732, -2.460, -3.018], [-5.291, -1.986, -2.051], [-3.528, -2.523, -3.173], [-6.621, -2.883, -3.834], [-5.345, -2.454, -5.014], [-5.329, -4.059, -4.221]]
}